DFT (ωB97M-V with the def2-TZVPD basis set) results for C31H34MoN4O2PSSe2 as an isolated structure.

Properties
* ΔE to the lowest compared entry with this formula, charge and spin: 0.583 eV
* frontier orbital gap (alpha / beta): 6.164 / 6.904 eV
* net charge: +3
* multiplicity: 3
* LUMO (alpha / beta): -10.24 / -9.50 eV

Each line ends with the Mulliken charge.
Cartesian coordinates (Å):
Mo: 0.153 0.201 -0.347  0.377
Se: -1.165 -1.861 -0.379  -0.158
Se: -0.042 0.206 -2.837  -0.259
S: -1.514 1.907 0.216  -0.309
P: -1.196 -1.685 -2.604  1.040
O: 1.802 4.095 2.222  -0.504
O: -0.027 -0.162 1.774  -0.406
N: -0.245 4.003 1.188  0.219
N: 0.898 2.638 -0.412  0.397
N: 2.232 -0.265 -0.045  0.758
N: 1.806 0.040 3.047  0.041
C: 3.417 5.483 -1.095  -1.406
C: 1.615 6.925 2.699  -0.404
C: 2.217 3.350 -0.496  -1.658
C: -0.282 -3.062 -4.743  -0.515
C: 4.116 -1.349 -1.058  -0.939
C: 0.699 6.205 1.924  0.417
C: -0.376 -3.068 -3.345  0.878
C: 0.611 -5.253 -3.254  -0.780
C: 0.066 -4.159 -2.594  -0.277
C: -0.434 8.240 1.333  -0.917
C: 0.713 -5.247 -4.640  -0.465
C: 2.434 0.959 2.104  -0.554
C: 0.478 8.951 2.106  -0.358
C: 0.273 -4.155 -5.384  -0.738
C: -0.020 -1.345 3.859  -1.313
C: 0.598 -0.453 2.836  0.445
C: 4.396 -0.036 0.916  -0.820
C: 2.140 4.660 -1.274  -0.062
C: -3.652 -2.644 -3.173  -0.537
C: -2.829 -1.513 -3.257  1.011
C: 0.886 4.766 1.849  0.207
C: -3.271 -0.336 -3.865  -0.331
C: 3.041 0.216 0.937  0.854
C: -0.326 6.866 1.239  -0.100
C: -0.198 3.006 0.353  0.394
C: -4.551 -0.297 -4.399  -0.753
C: -5.374 -1.412 -4.312  -0.448
C: -4.930 -2.583 -3.699  -0.738
C: 2.777 -1.051 -1.010  -0.052
C: 1.499 8.297 2.790  -0.696
C: 4.951 -0.815 -0.092  -0.526
H: -1.097 -1.202 3.856  0.354
H: 2.887 2.649 -0.992  0.810
H: -5.579 -3.450 -3.641  0.428
H: 0.184 -2.384 3.589  0.306
H: 1.132 -6.108 -5.150  0.437
H: -3.298 -3.563 -2.715  0.390
H: -0.645 -2.220 -5.323  0.383
H: 3.597 5.703 -0.038  0.319
H: 4.493 -1.983 -1.851  0.516
H: 2.594 3.503 0.505  0.228
H: 0.947 -6.114 -2.688  0.433
H: 1.274 5.239 -0.936  0.210
H: 1.697 1.679 1.784  -0.427
H: -1.038 6.316 0.634  0.451
H: -6.373 -1.375 -4.731  0.425
H: -2.631 0.532 -3.931  0.288
H: 0.376 -1.162 4.858  0.454
H: 3.337 6.432 -1.624  0.413
H: 4.292 4.958 -1.488  0.380
H: -1.123 4.085 1.694  0.429
H: -4.906 0.605 -4.886  0.425
H: 0.560 2.468 -1.356  0.267
H: 2.197 8.861 3.396  0.435
H: -0.019 -4.169 -1.517  0.301
H: 0.352 -4.163 -6.466  0.441
H: 3.204 1.510 2.630  0.662
H: 6.018 -1.008 -0.115  0.477
H: 1.980 4.440 -2.333  0.471
H: 2.109 -1.437 -1.756  0.192
H: 5.018 0.371 1.707  0.520
H: 2.287 -0.198 3.900  0.270
H: 2.398 6.395 3.228  0.440
H: 0.390 10.029 2.178  0.428
H: -1.225 8.761 0.809  0.433

=====

DFT (ωB97M-V with the def2-TZVPD basis set) results for C31H34N12O3S3Sc as an isolated structure.

Properties
* ΔE to the lowest compared entry with this formula, charge and spin: 0.144 eV
* frontier orbital gap: 7.761 eV
* net charge: +1
* LUMO: -2.16 eV

Each line ends with the Mulliken charge.
Cartesian coordinates (Å):
Sc: 0.089 -0.838 -0.379  -0.350
S: 0.164 0.797 -2.798  2.310
S: 2.096 3.626 1.012  -0.166
S: 4.544 -1.485 0.050  -0.303
O: 1.026 -0.254 -2.152  -0.615
O: 0.892 1.976 -3.184  -0.886
O: -1.954 -1.628 -0.950  -0.428
N: -3.299 -3.331 -1.482  -0.362
N: 1.187 1.326 0.443  1.350
N: 5.245 1.104 -0.203  -0.082
N: -1.810 1.339 2.072  -0.101
N: 1.531 -1.185 1.434  1.506
N: 4.070 0.326 -1.886  -0.041
N: -2.393 2.340 -0.604  -0.586
N: -1.965 -1.756 -7.661  -0.498
N: -2.193 2.379 -2.976  -0.470
N: -1.247 -0.865 1.623  0.871
N: -0.909 0.941 -1.656  0.444
N: 2.706 -0.528 3.207  0.140
C: -2.087 -2.840 -1.203  0.706
C: -2.629 -0.398 3.521  -0.886
C: -1.318 -2.164 1.965  -0.099
C: -0.354 -0.328 -6.592  -0.885
C: 2.044 -0.168 2.088  -0.170
C: 1.921 1.192 1.590  -1.211
C: 4.202 1.742 -2.181  -0.045
C: 3.164 -2.793 4.221  -1.238
C: -2.141 -1.309 -5.303  -0.798
C: 0.375 -2.919 -1.183  -0.731
C: 4.614 0.000 -0.699  -0.134
C: -3.124 3.323 -3.025  -0.217
C: 5.309 2.166 -1.197  -0.683
C: -3.340 3.271 -0.686  -0.309
C: 0.133 0.280 -5.454  -0.691
C: -3.755 3.810 -1.889  -0.922
C: 2.925 -4.131 3.995  -0.539
C: 1.900 -2.314 2.176  0.024
C: -1.870 1.925 -1.766  -0.013
C: 2.196 -4.564 2.878  -1.079
C: 1.682 -3.675 1.958  -0.401
C: -0.507 0.082 -4.237  -0.117
C: -1.497 -1.134 -6.535  0.974
C: 2.492 2.336 2.058  -0.064
C: -2.675 -1.724 3.851  -0.561
C: 1.208 2.559 0.030  -0.657
C: -1.904 0.013 2.381  0.450
C: -1.647 -0.709 -4.164  -0.593
C: 2.639 -1.905 3.291  0.726
C: -0.896 -3.757 -1.190  -1.153
C: -2.000 -2.652 3.048  -1.415
H: 0.639 -2.673 -2.221  0.760
H: -3.374 3.695 -4.012  0.481
H: 1.225 -3.491 -0.807  0.426
H: -2.160 -0.830 -3.219  0.189
H: -2.463 1.918 2.579  0.333
H: 0.711 2.890 -0.868  0.295
H: -1.642 -1.442 -8.559  0.210
H: 3.317 -4.863 4.686  0.421
H: 3.261 2.271 -2.010  -0.100
H: -0.995 -4.379 -0.290  0.415
H: -1.992 -3.707 3.271  0.538
H: 0.999 0.922 -5.511  0.509
H: 3.298 -0.224 -2.230  0.160
H: 1.151 -4.020 1.088  0.065
H: 3.738 -2.458 5.074  0.445
H: 5.992 0.938 0.451  0.278
H: -0.764 -2.842 1.329  0.509
H: -3.230 -2.046 4.721  0.426
H: -4.100 -2.723 -1.428  0.259
H: -3.429 -4.306 -1.683  0.206
H: -3.040 -1.910 -5.250  0.328
H: -3.146 0.345 4.113  0.406
H: 4.501 1.903 -3.216  0.435
H: -3.775 3.604 0.251  0.444
H: 5.105 3.138 -0.748  0.303
H: -1.806 1.590 1.084  0.258
H: 6.287 2.204 -1.684  0.329
H: -2.887 -2.152 -7.649  0.212
H: -0.990 -4.461 -2.028  0.566
H: 2.050 -5.625 2.729  0.470
H: 0.147 -0.174 -7.539  0.322
H: -4.516 4.571 -1.938  0.403
H: 3.206 0.086 3.824  0.245
H: 3.118 2.476 2.921  0.451

=====

DFT (ωB97M-V with the def2-TZVPD basis set) results for C31H34N7PSSbY as an isolated structure.

Properties
* ΔE to the lowest compared entry with this formula, charge and spin: 0.084 eV
* frontier orbital gap: 6.997 eV
* net charge: +2
* LUMO: -6.51 eV

Each line ends with the Mulliken charge.
Cartesian coordinates (Å):
Sb: 1.283 -3.745 0.405  1.021
Y: -0.039 -0.170 -0.961  0.327
S: -1.884 -1.382 0.542  -0.397
P: 1.072 0.465 -3.656  2.213
N: -1.180 -1.898 3.053  -0.348
N: -0.664 2.271 -1.064  0.023
N: 2.660 -0.138 -5.821  0.180
N: -0.329 0.870 1.160  0.905
N: -0.345 0.064 2.299  -1.490
N: 0.674 1.199 -6.287  0.141
N: 2.586 2.213 -5.146  0.136
C: -2.311 -3.996 -2.095  -0.628
C: 3.450 -2.233 -1.291  0.141
C: -1.063 -1.006 2.056  0.660
C: 2.228 -5.915 -1.605  0.254
C: 3.712 -5.529 0.249  -0.468
C: -0.085 -3.553 -1.239  -0.003
C: 3.413 1.102 -5.623  -0.967
C: -1.089 4.261 0.210  -1.023
C: -0.931 -2.383 -3.206  -0.036
C: 2.127 1.993 -3.783  -0.939
C: 2.201 -0.705 -4.564  -1.129
C: -0.601 2.099 1.325  -0.711
C: -1.342 4.974 -0.956  -0.387
C: 1.471 2.407 -6.072  -1.003
C: -0.921 2.972 -2.170  -0.047
C: 3.086 -6.899 -2.081  -0.711
C: 4.258 -7.190 -1.398  -0.448
C: 1.556 0.124 -6.743  -0.968
C: 2.321 -0.757 0.214  -1.173
C: -1.267 4.315 -2.167  -1.028
C: 4.077 0.104 -1.190  -0.561
C: 2.466 -2.051 -0.315  -0.644
C: 3.096 0.319 -0.232  -0.219
C: 4.258 -1.177 -1.699  -0.595
C: -1.299 -4.237 -1.178  -1.065
C: -2.146 -3.046 -3.097  -0.901
C: 0.091 -2.645 -2.289  -0.343
C: 2.537 -5.222 -0.438  -0.181
C: 4.573 -6.503 -0.233  -0.662
C: -0.070 0.812 -5.102  -1.349
C: -0.765 2.923 0.118  0.797
H: 1.576 2.869 -3.432  0.401
H: 4.225 0.925 -4.916  0.389
H: 2.977 1.296 0.225  0.576
H: 1.979 0.414 -7.705  0.344
H: -0.847 -1.629 3.966  0.274
H: 1.320 -5.699 -2.157  0.438
H: -1.602 6.023 -0.909  0.462
H: 1.877 2.718 -7.035  0.342
H: 1.669 -1.642 -4.749  0.467
H: -0.642 -0.091 -5.323  0.522
H: -0.798 1.587 -4.861  0.516
H: 1.070 -2.192 -2.452  0.938
H: 3.846 1.389 -6.581  0.319
H: 1.671 -0.593 1.079  1.197
H: 3.617 -3.218 -1.712  0.460
H: -1.483 -4.952 -0.384  0.496
H: 0.827 3.207 -5.700  0.407
H: 2.988 1.869 -3.124  0.434
H: 3.054 -0.932 -3.926  0.335
H: 4.924 -7.957 -1.770  0.408
H: 5.047 -1.362 -2.419  0.435
H: -1.875 -2.622 3.000  0.234
H: -0.800 2.501 2.314  0.414
H: 5.483 -6.735 0.305  0.415
H: -0.759 -1.714 -4.039  0.276
H: -0.849 2.438 -3.105  0.586
H: 3.971 -5.017 1.171  0.360
H: 0.974 -0.788 -6.887  0.385
H: 4.725 0.913 -1.502  0.509
H: -1.473 4.818 -3.101  0.475
H: -1.155 4.730 1.182  0.477
H: -2.941 -2.855 -3.805  0.475
H: -3.244 -4.540 -2.021  0.448
H: 2.836 -7.440 -2.984  0.409